Molecular formula: C29H40N4P
Method: DFT, the ωB97M-V functional and the def2-TZVPD basis

Each line ends with the Löwdin charge.
Cartesian coordinates (Å):
C: 4.88807 1.75510 4.95391  0.01
N: 3.65645 1.01327 5.12592  -0.08
C: 2.40698 1.55743 5.06617  0.06
C: 1.44833 0.55647 5.36483  -0.13
C: 0.04946 0.72511 5.50516  0.11
C: -0.88989 -0.27524 5.18930  -0.12
C: -0.75102 -1.51814 4.49654  0.05
N: -1.89385 -2.24960 4.64649  -0.05
C: -2.07938 -3.61614 4.19081  0.02
C: -2.83964 -1.51210 5.37693  -0.15
C: -2.26149 -0.25960 5.67780  -0.12
C: -2.88923 0.60272 6.56455  0.00
C: -4.07152 0.16798 7.18501  -0.05
C: -4.61774 -1.09776 6.90819  -0.05
C: -4.00929 -1.95545 5.97604  0.01
C: 2.20978 -0.67811 5.57002  -0.11
C: 3.58064 -0.35114 5.41907  -0.16
C: 4.61326 -1.24590 5.66579  0.01
C: 4.25196 -2.53636 6.08522  -0.06
C: 2.90174 -2.89375 6.22290  -0.06
C: 1.87625 -1.96064 5.98905  -0.03
H: 5.70668 1.07160 5.18215  0.08
H: 4.99353 2.12535 3.92417  0.11
H: 4.91544 2.61781 5.63449  0.11
H: 2.25884 2.60436 4.80001  0.15
H: -0.33387 1.69652 5.83776  0.13
H: 0.10817 -1.91037 3.94631  0.16
H: -3.03340 -3.97002 4.58744  0.09
H: -2.09437 -3.67645 3.09353  0.11
H: -1.26776 -4.26946 4.54324  0.11
H: -2.42385 1.57559 6.73525  0.10
H: -4.58384 0.81855 7.89961  0.10
H: -5.52590 -1.39956 7.43144  0.11
H: -4.41021 -2.93270 5.72493  0.11
H: 5.64748 -0.93075 5.54593  0.11
H: 5.01576 -3.28093 6.31156  0.11
H: 2.63964 -3.91384 6.51350  0.11
H: 0.83066 -2.22463 6.09901  0.10
C: 1.29698 7.69422 9.82749  -0.06
C: 0.84010 6.25469 10.01469  -0.66
C: 1.52786 5.36056 8.98875  -0.08
C: 1.18700 5.78997 11.43347  -0.06
N: -0.60976 6.15477 9.82903  -0.29
C: -1.27248 7.10876 8.95841  -0.22
C: -2.72866 6.68644 8.86191  -0.22
N: -2.88009 5.47614 9.64804  -0.29
C: -4.16487 4.77163 9.62356  -0.66
C: -5.29552 5.75217 9.34331  -0.05
C: -4.38416 4.10768 10.98885  -0.06
C: -4.12258 3.71552 8.52366  -0.09
P: -1.40612 4.67278 9.75664  0.92
H: -1.08228 3.87633 8.44807  -0.07
H: 0.77147 8.38131 10.49921  0.09
H: 2.36358 7.75810 10.07436  0.09
H: 1.18515 8.04880 8.79510  0.08
H: 1.25428 4.30901 9.12437  0.05
H: 1.21183 5.65999 7.98320  0.08
H: 2.61783 5.44824 9.05897  0.09
H: 0.85946 4.76388 11.64498  0.06
H: 2.27407 5.85032 11.58988  0.09
H: 0.71226 6.44680 12.17257  0.09
H: -1.23734 8.12620 9.37158  0.12
H: -0.82845 7.11703 7.94531  0.12
H: -3.35186 7.50428 9.25024  0.12
H: -2.98386 6.51265 7.80173  0.11
H: -5.25383 6.17513 8.33166  0.09
H: -6.24957 5.21801 9.42784  0.09
H: -5.32015 6.57224 10.06927  0.09
H: -3.58475 3.40685 11.26368  0.06
H: -4.43810 4.86926 11.77700  0.09
H: -5.34048 3.56460 10.99074  0.09
H: -3.36045 2.95516 8.72916  0.05
H: -5.08942 3.20894 8.40822  0.08
H: -3.86088 4.19589 7.57320  0.08

Cartesian forces (eV/Å) of the 3 atoms listed first:
0.3 0.3 -0.2
-1.3 0.6 -0.4
0.5 -1.0 0.8

Values from the calculation:
Frontier orbital gap, eV: 5.0418
Strongest force on any atom, eV/Å: 2.28
Total charge: +1
E_tot, hartree: -1689.17976
Relative energy (zero: lowest compared OMol25 entry of this formula, charge and spin), kcal/mol: 0.0
2S+1: 1

***

Molecular formula: C38H51N7O2Ti
Method: DFT, the ωB97M-V functional and the def2-TZVPD basis

Each line ends with the Löwdin charge.
Cartesian coordinates (Å):
Ti: -0.01768 0.13692 0.22933  0.95
C: 6.30880 -3.30357 -0.20278  -0.03
C: 5.01060 -2.66308 0.19249  -0.25
C: 4.75122 -2.27335 1.49196  0.03
C: 3.52943 -1.69169 1.86191  -0.13
C: 3.37064 -1.34761 3.25359  0.06
N: 2.38407 -1.71661 4.01848  0.11
C: 1.38000 -2.74093 3.71291  -0.12
C: 0.01727 -2.14965 3.40663  -0.17
C: -1.07084 -3.18775 3.20761  -0.12
N: -0.78124 -4.25187 2.24188  0.10
C: -1.44481 -4.50945 1.14480  0.03
C: -2.33058 -3.65040 0.43430  -0.12
C: -3.49255 -4.26391 -0.07950  0.03
C: -4.44553 -3.56818 -0.78777  -0.25
C: -5.70031 -4.21475 -1.29659  -0.03
C: -4.13604 -2.24114 -1.09254  0.05
C: -2.96571 -1.61169 -0.69384  -0.11
C: -2.66100 -0.35209 -1.34186  -0.07
N: -1.60556 0.36050 -1.22266  -0.03
C: -1.44027 1.40637 -2.24322  -0.18
C: -0.01409 1.39330 -2.78762  -0.16
C: 0.55808 -0.01555 -2.86645  -0.17
N: 1.02934 -0.48066 -1.54245  -0.02
C: 2.05389 -1.24071 -1.57300  -0.06
C: 2.84419 -1.69973 -0.44398  -0.10
C: 4.03023 -2.35901 -0.74961  0.04
C: 2.54372 -1.33936 0.89632  -0.28
O: 1.50992 -0.63629 1.22194  -0.16
C: -2.00763 -2.28896 0.12402  -0.29
O: -0.89699 -1.75887 0.45959  -0.12
H: 6.71956 -3.89783 0.61098  0.09
H: 7.04937 -2.55005 -0.47080  0.09
H: 6.17547 -3.95587 -1.06372  0.09
H: 5.50171 -2.44063 2.25500  0.14
H: 4.13869 -0.75702 3.74651  0.17
H: 2.39063 -1.37753 4.97252  0.17
H: 1.35994 -3.39503 4.58947  0.14
H: 1.76670 -3.30193 2.85922  0.13
H: 0.09325 -1.53291 2.51511  0.05
H: -0.31620 -1.51414 4.23024  0.12
H: -1.98624 -2.69484 2.87871  0.13
H: -1.28437 -3.71718 4.14107  0.14
H: -0.20848 -5.00914 2.59117  0.17
H: -1.31852 -5.52373 0.77469  0.16
H: -3.64840 -5.31653 0.11871  0.13
H: -5.98351 -5.06341 -0.67852  0.08
H: -5.56883 -4.57387 -2.31740  0.09
H: -6.52896 -3.50930 -1.29932  0.09
H: -4.82131 -1.68405 -1.72195  0.14
H: -3.40439 -0.04695 -2.08632  0.14
H: -1.68753 2.38161 -1.82329  0.10
H: -2.13974 1.19329 -3.05948  0.12
H: 0.64068 2.00141 -2.16051  0.10
H: -0.02530 1.83408 -3.78527  0.13
H: 1.40131 -0.03612 -3.56179  0.12
H: -0.19400 -0.72525 -3.23087  0.13
H: 2.46650 -1.51801 -2.54815  0.14
H: 4.22186 -2.59981 -1.78886  0.13
C: 3.24056 2.20800 0.41036  -0.03
C: 2.25554 3.32442 0.61562  -0.21
C: 2.69290 4.60522 0.91456  -0.04
C: 1.78979 5.63971 1.11553  -0.07
C: 0.42936 5.39207 1.00612  -0.05
C: -0.04675 4.12564 0.70014  -0.23
C: -1.52592 3.87686 0.60691  -0.02
C: 0.87243 3.07871 0.50757  -0.29
N: 0.44249 1.80038 0.24144  -0.06
H: 4.25665 2.59384 0.36316  0.08
H: 3.03022 1.65936 -0.51102  0.07
H: 3.18147 1.48291 1.22663  0.07
H: 3.75449 4.79636 0.98475  0.11
H: 2.14373 6.63304 1.34605  0.11
H: -0.27722 6.19650 1.15478  0.11
H: -2.08133 4.80182 0.74458  0.09
H: -1.85524 3.16252 1.36592  0.06
H: -1.80059 3.46085 -0.36182  0.05
C: -0.08936 3.17379 4.20299  -0.04
C: -0.76182 1.89311 4.68006  -0.20
N: -2.00734 1.60114 3.97659  -0.07
C: -3.21677 2.12849 4.61459  -0.20
C: -3.92346 1.10594 5.48950  -0.06
C: -1.99994 0.93446 2.80426  -0.40
C: -3.30366 0.57681 2.14498  0.03
N: -0.91701 0.55799 2.20139  0.06
H: 0.79789 3.37893 4.79945  0.09
H: -0.76372 4.02236 4.30905  0.09
H: 0.20622 3.11262 3.15431  0.06
H: -1.00479 1.95895 5.74203  0.12
H: -0.08508 1.03811 4.57866  0.10
H: -3.88801 2.53808 3.86296  0.11
H: -2.89668 2.98050 5.21676  0.12
H: -4.26569 0.25342 4.90397  0.07
H: -4.79126 1.55569 5.96812  0.09
H: -3.26136 0.73978 6.27326  0.08
H: -4.10735 1.27142 2.35822  0.08
H: -3.62131 -0.41312 2.47738  0.09
H: -3.15040 0.54319 1.06707  0.06
H: -0.07927 0.89937 2.67188  0.06

Cartesian forces (eV/Å) of the 3 atoms listed first:
0.0 2.4 0.3
0.0 -0.1 0.0
-0.1 0.1 0.1

Values from the calculation:
Frontier orbital gap, eV: 5.5760
Strongest force on any atom, eV/Å: 2.38
Total charge: +2
E_tot, hartree: -2861.51001
2S+1: 1

***

Molecular formula: C3H2ClNOS
Method: DFT, the ωB97M-V functional and the def2-TZVPD basis

Each line ends with the natural charge from an NBO analysis.
Cartesian coordinates (Å):
S: 1.52837 -1.63194 1.19471  0.03
C: 0.18955 -0.75411 0.25067  0.06
N: -0.23502 -1.43007 -0.75918  -0.12
O: -1.20139 -0.52938 -1.36338  -0.31
C: -1.09638 0.73711 -0.72749  0.14
C: -0.10815 0.69321 0.24154  -0.24
Cl: 0.82600 2.04918 0.62839  0.08
H: 1.77181 -0.49897 1.88598  0.14
H: -1.67479 1.36497 -1.35124  0.23

Cartesian forces (eV/Å) of the 3 atoms listed first:
-1.4 1.6 -0.5
3.5 -0.1 0.4
-2.6 1.5 0.2

Values from the calculation:
Frontier orbital gap, eV: 9.9571
Strongest force on any atom, eV/Å: 4.08
E_tot, hartree: -1103.79135
Relative energy (zero: lowest compared OMol25 entry of this formula, charge and spin), kcal/mol: 54.7
2S+1: 1
SMILES: Sc1nocc1Cl

***

Molecular formula: C5H7N
Method: DFT, the ωB97M-V functional and the def2-TZVPD basis

Each line ends with the natural charge from an NBO analysis.
Cartesian coordinates (Å):
C: -1.15371 -0.78539 0.21686  -0.25
C: -0.04402 -1.36936 -0.22135  -0.02
N: 0.90422 -0.47024 -0.76305  -0.41
C: 1.49188 0.31751 0.30897  -0.27
C: 0.37278 0.86856 -0.56457  -0.07
C: -1.06787 0.71853 0.00671  -0.45
H: -1.97762 -1.31172 0.68175  0.22
H: 0.31140 -2.38792 -0.13431  0.21
H: 1.13550 0.15810 1.32625  0.19
H: 2.58229 0.30539 0.26255  0.22
H: 0.51748 1.60136 -1.36086  0.21
H: -1.22470 1.28997 0.93122  0.22
H: -1.84762 1.06521 -0.69017  0.22

Cartesian forces (eV/Å) of the 3 atoms listed first:
0.1 -0.1 0.0
-0.3 -0.1 0.1
0.0 -0.4 -0.1

Values from the calculation:
Frontier orbital gap, eV: 9.8540
Strongest force on any atom, eV/Å: 1.24
E_tot, hartree: -249.39542
Relative energy (zero: lowest compared OMol25 entry of this formula, charge and spin), kcal/mol: 48.8
2S+1: 1
SMILES: C1=CN2C[C@@H]2C1

***

Molecular formula: C3H4O2
Method: DFT, the ωB97M-V functional and the def2-TZVPD basis

Each line ends with the natural charge from an NBO analysis.
Cartesian coordinates (Å):
C: 0.66393 -0.08008 0.75456  0.03
C: 0.67278 -0.12264 -0.77786  0.04
C: -0.40191 0.54210 -0.08936  0.01
O: 0.80338 -1.28844 0.04243  -0.43
O: -2.11137 -0.30335 -0.05156  -0.80
H: 1.50878 0.42391 1.14434  0.21
H: 1.38224 0.38306 -1.43297  0.23
H: -0.89220 1.46943 0.09162  0.27
H: -1.62563 -1.02397 0.31880  0.44

Cartesian forces (eV/Å) of the 3 atoms listed first:
-0.9 0.8 -1.4
-0.6 1.1 -0.1
-3.6 -3.2 1.4

Values from the calculation:
Frontier orbital gap, eV: 10.2978
Strongest force on any atom, eV/Å: 5.04
E_tot, hartree: -266.97445
Relative energy (zero: lowest compared OMol25 entry of this formula, charge and spin), kcal/mol: 137.0
2S+1: 1

***

Molecular formula: C38H62N4O6
Method: DFT, the ωB97M-V functional and the def2-TZVPD basis

Each line ends with the Löwdin spin population.
Cartesian coordinates (Å):
C: -3.45408 -4.50898 0.01907  0.00
C: -3.28472 -3.37949 1.04854  0.00
C: -3.12858 -2.07210 0.12972  0.00
O: -2.79126 -2.45999 -1.18042  0.00
C: -3.40291 -3.78868 -1.29074  0.00
H: -4.35385 -5.09720 0.19940  0.00
H: -2.58218 -5.15754 -0.06610  0.00
H: -2.57289 -3.72647 1.79755  0.00
H: -4.24183 -3.31932 1.56663  0.00
H: -2.24842 -1.49840 0.42003  0.00
H: -3.98300 -1.39558 0.14961  0.00
H: -3.00507 -4.40707 -2.09536  0.00
H: -4.41561 -3.53394 -1.60322  0.00
C: -4.87575 4.29317 -1.28636  0.00
C: -5.58534 3.91296 -2.55149  0.00
C: -4.48224 3.29386 -3.44059  0.00
O: -3.21971 3.51587 -2.74514  0.00
C: -3.47083 3.69107 -1.33064  0.00
H: -5.38154 3.92383 -0.39424  0.00
H: -4.80038 5.36294 -1.09134  0.00
H: -5.99753 4.80003 -3.03245  0.00
H: -6.37014 3.16006 -2.47848  0.00
H: -4.39146 3.84744 -4.37516  0.00
H: -4.78776 2.27879 -3.69428  0.00
H: -2.76331 4.36907 -0.85334  0.00
H: -3.48372 2.77096 -0.74642  0.00
C: 2.06126 -2.16488 -4.44233  0.00
C: 3.18164 -2.18270 -5.49568  0.00
C: 3.13875 -3.61709 -6.06790  0.00
O: 2.09132 -4.15533 -5.37764  0.00
C: 1.77039 -3.56643 -4.16993  0.00
H: 1.19827 -1.73335 -4.94941  0.00
H: 2.58827 -1.63760 -3.64713  0.00
H: 4.13010 -2.11079 -4.96337  0.00
H: 3.01153 -1.38405 -6.21770  0.00
H: 3.99024 -4.26199 -5.85075  0.00
H: 2.92228 -3.69495 -7.13334  0.00
H: 2.29799 -3.98352 -3.31216  0.00
H: 0.75077 -3.71429 -3.81412  0.00
C: 4.64101 -3.28351 -0.62280  0.00
C: 5.92158 -4.18957 -0.57862  0.00
C: 6.30508 -4.23123 -2.10662  0.00
O: 6.00779 -2.97860 -2.54942  0.00
C: 5.02198 -2.28761 -1.76942  0.00
H: 4.38024 -2.79504 0.31608  0.00
H: 3.78614 -3.89129 -0.91927  0.00
H: 5.61272 -5.18966 -0.27446  0.00
H: 6.74557 -3.64689 -0.11533  0.00
H: 5.75897 -5.05570 -2.56501  0.00
H: 7.28151 -4.66638 -2.31955  0.00
H: 4.10103 -2.06810 -2.30957  0.00
H: 5.36984 -1.29809 -1.47286  0.00
C: 5.67980 1.09240 -3.50375  0.00
C: 4.19715 1.02942 -3.43430  0.00
C: 3.70345 2.36828 -2.95757  0.00
O: 4.91943 3.07339 -2.67219  0.00
C: 5.99001 2.57443 -3.36812  0.00
H: 5.88299 0.65481 -4.48116  0.00
H: 6.09865 0.44291 -2.73509  0.00
H: 3.94901 0.22261 -2.74468  0.00
H: 3.87819 0.81231 -4.45373  0.00
H: 3.07881 2.20173 -2.07995  0.00
H: 3.04423 2.81359 -3.70269  0.00
H: 6.99148 2.67311 -2.94929  0.00
H: 6.03903 3.01126 -4.36555  0.00
C: -2.08705 6.08189 4.89813  0.00
C: -2.08874 4.57199 5.17450  0.00
O: -2.06319 4.15647 6.27669  0.00
N: -2.25094 3.68695 4.14026  0.00
C: -2.12437 2.26002 4.28453  0.01
H: -1.08220 6.39602 5.18044  0.00
H: -2.71880 6.66102 5.57161  0.00
H: -2.34371 6.32467 3.86697  0.00
H: -2.47430 4.09250 3.24263  0.00
H: -1.46571 1.96531 3.46758  0.00
H: -3.11387 1.80290 4.27947  0.00
H: -1.60805 1.92074 5.18253  0.00
N: -4.04110 1.08730 1.77527  0.00
C: -4.67995 0.08742 2.38286  0.00
C: -5.71934 0.32864 3.28576  0.00
C: -6.12883 1.62805 3.46564  0.00
C: -5.51667 2.69563 2.84590  0.00
C: -4.40501 2.36156 1.96325  0.00
H: -4.46473 -0.95913 2.22530  0.00
H: -6.16399 -0.47835 3.84919  0.00
H: -6.96301 1.88961 4.09978  0.00
H: -5.75077 3.70339 3.15574  0.00
H: -3.79658 3.08280 1.43788  0.00
N: 0.02283 0.10974 -1.08635  0.00
C: -0.57287 0.54904 0.10252  0.00
C: 0.13954 0.58497 1.30283  0.00
C: 1.35873 0.03335 1.40208  0.00
C: 2.00019 -0.35679 0.24087  0.00
C: 1.32858 -0.32411 -0.94528  0.00
H: -1.57717 0.92802 0.22147  0.00
H: -0.23114 0.99189 2.23202  0.00
H: 1.94860 0.16516 2.29711  0.00
H: 3.04913 -0.61325 0.22196  0.00
H: 1.85346 -0.66200 -1.82661  0.00
N: 1.57295 -0.59716 4.56490  0.22
C: 0.99763 0.33514 5.27645  0.05
C: 0.30105 0.08054 6.41300  0.13
C: 0.26690 -1.32042 6.92949  0.29
C: 0.91928 -2.27520 6.13268  0.06
C: 1.54400 -1.87966 4.93550  0.16
H: 1.37518 1.33685 5.13356  0.00
H: -0.11952 0.87841 7.00709  0.01
H: -0.24975 -1.53296 7.85376  0.03
H: 0.68354 -3.28816 6.42375  0.00
H: 1.99539 -2.54770 4.21692  0.02

Cartesian forces (eV/Å) of the 3 atoms listed first:
1.3 0.2 -0.1
-1.3 0.1 -0.8
2.0 -0.2 1.4

Values from the calculation:
Frontier orbital gap (spin up / spin down), eV: 2.0005 / 6.2335
Strongest force on any atom, eV/Å: 4.67
Total charge: -1
E_tot, hartree: -2155.32351
2S+1: 2